27
Properties=species:S:1:pos:R:3:forces:R:3:mulliken_charge:R:1 method="wB97M-V/def2-TZVPD" largest_force_ev_per_a=3.12 molar_mass_g_mol=169.208 charge=0 orbital_gap_ev="7.48 / 7.49" e_above_lowest_ev=3.9856
C -1.8506 1.1555 0.3769 0.6905 -0.6488 -0.3561 -0.896
C 2.3484 2.3490 1.8630 2.0489 1.0968 -0.7968 -0.005
C -0.9970 0.1667 0.6275 1.3282 -0.2205 1.0774 0.434
C 1.7350 1.3158 2.3796 -1.1206 0.7867 -0.4467 -0.650
C 2.6901 2.6797 0.4127 1.7322 -1.5719 2.0410 -1.123
C 0.5548 -0.7700 -1.6914 0.6941 0.3581 0.0659 -0.569
C -2.7633 -1.6356 0.1769 1.6074 -0.3906 1.9598 -1.521
C -0.9516 -0.9434 -1.5331 0.1135 -2.9933 -0.5591 -0.454
C -1.2776 -1.1760 -0.0099 -0.9031 0.6021 -2.9068 -0.288
N 0.8799 -1.2238 2.2161 0.3135 -0.3049 -1.0410 -0.686
P 0.7730 0.1914 1.5461 -1.9975 -1.2673 1.0660 0.941
H -2.6213 0.8635 -0.3823 0.3314 1.0102 1.1598 0.168
H -1.6918 2.1346 0.7903 -0.3439 0.3746 -0.2265 0.383
H 2.9721 3.0399 2.4589 -0.7584 -0.4419 0.6129 0.296
H 1.8642 2.9153 -0.1292 -2.5163 0.4552 -1.7903 0.322
H 3.3059 3.5350 0.4829 0.8191 0.9765 -0.4694 0.392
H 3.2661 1.8553 -0.0336 -0.3092 0.2524 0.0027 0.288
H 1.0501 -1.6564 -1.2739 -0.1449 -0.2154 -0.4650 0.327
H 0.9273 -0.6291 -2.7710 -0.5185 0.2203 1.8513 0.354
H 0.9022 -0.0209 -0.9119 -0.0851 -0.0520 -1.6913 -0.262
H -2.6934 -2.0724 1.1966 -0.7641 0.0288 -0.4980 0.361
H -3.5157 -0.8615 0.2032 0.1211 0.3973 -0.0593 0.312
H -3.1046 -2.3889 -0.5077 0.2392 -0.4434 -0.4306 0.400
H -1.2647 -1.8721 -2.1879 0.4198 1.5347 1.3901 0.323
H -1.5598 -0.1514 -1.8645 -0.4260 1.2436 -0.7394 0.358
H -0.5505 -1.9278 0.1957 0.0506 -0.6779 1.2148 0.500
H 1.7856 -1.2326 2.7123 -0.6218 -0.1094 0.0347 0.294


27
Properties=species:S:1:pos:R:3:forces:R:3:mulliken_charge:R:1 method="wB97M-V/def2-TZVPD" smiles="C=C=C(C)OC.CC(C)C=O" largest_force_ev_per_a=4.18 molar_mass_g_mol=156.225 charge=0 orbital_gap_ev=9.38 e_above_lowest_ev=2.5498
C -1.3514 -3.1947 -0.7548 -0.2077 -0.1261 0.2717 -1.061
C -1.3298 -2.0289 -0.1872 -0.1826 -0.4505 -0.4646 0.532
C -1.1976 -0.9572 0.5255 0.1159 -0.6621 0.5213 0.551
C -0.3100 -0.9797 1.6874 2.1856 -1.3892 3.2566 -1.120
O -1.8386 0.2040 0.3946 -0.1488 0.6880 -0.3892 -0.286
C -2.9267 0.2195 -0.4982 -1.0295 -0.3839 0.5423 -0.851
H -2.0372 -3.9423 -0.3539 0.1847 -0.0923 -0.4378 0.253
H -0.6630 -3.4153 -1.5572 -0.1002 -0.2840 -0.1931 0.275
H 0.5467 -0.2413 1.6515 -1.0273 -0.6906 0.0121 0.058
H 0.1398 -2.0186 1.9790 -0.5243 1.6494 -1.4728 0.296
H -0.8434 -0.8697 2.6714 0.0333 0.7884 -1.0243 0.354
H -2.7268 0.0792 -1.5592 0.4775 -0.4357 0.1422 0.297
H -3.3174 1.1855 -0.3716 -0.4969 1.5292 -0.1247 0.325
H -3.7480 -0.4205 -0.1144 0.6109 -0.2700 -0.4564 0.347
C 2.8182 0.8020 0.3870 1.4896 -1.1529 -3.7367 -1.429
C 1.7398 1.3015 -0.5894 0.9054 0.8178 -0.5942 0.791
C 0.9406 2.4180 0.0081 -0.3894 2.3735 2.9052 -1.218
C 0.9079 0.2318 -1.2425 0.2007 -1.2106 -0.0103 -0.192
O 0.0223 0.3840 -2.0343 -0.2468 0.7898 -0.1675 -0.498
H 2.9711 -0.2855 0.1419 0.0241 0.8256 0.7608 0.346
H 3.8014 1.3019 0.1572 -0.9845 -0.4160 0.3340 0.329
H 2.5824 0.9855 1.3640 -0.6632 0.1313 2.6243 0.399
H 2.3286 1.7304 -1.4191 -0.4217 -0.1779 -0.1840 0.356
H 1.5815 3.3778 0.1637 -0.6150 -1.7783 -0.1087 0.358
H 0.0896 2.8672 -0.5606 0.3925 -1.1562 0.3640 0.292
H 0.6359 2.0901 1.1257 0.1779 0.8941 -2.6041 0.190
H 1.1841 -0.8245 -1.0149 0.2395 0.1892 0.2337 0.304


26
Properties=species:S:1:pos:R:3:forces:R:3:mulliken_charge:R:1 method="wB97M-V/def2-TZVPD" smiles="CC(C)(C)C1=CC=C[C@H]1[SiH3]" largest_force_ev_per_a=4.12 molar_mass_g_mol=152.313 charge=0 orbital_gap_ev=8.82 e_above_lowest_ev=2.1984
C -2.4166 0.1854 1.1156 -0.6442 -1.1483 -2.0471 -1.636
C -1.2208 -0.2416 0.2029 -2.2000 -0.5796 -1.8961 1.854
C -0.6581 -1.5861 0.7323 0.0545 0.5642 -0.5447 -1.313
C -1.6555 -0.3650 -1.3592 1.1326 -1.2306 1.1620 -1.458
C -0.1443 0.7670 0.2471 3.7139 -1.3709 -0.1647 -0.236
C 0.2029 1.6302 1.2221 -1.8186 0.3409 1.0050 0.057
C 1.5103 2.2276 1.0121 0.2197 -2.4352 -0.7147 -1.006
C 2.1323 1.5317 0.0505 -2.2876 -0.6982 -0.2992 -0.590
C 1.2224 0.5626 -0.6224 -0.9720 -0.0172 -0.1643 -0.366
Si 2.3635 -1.2058 -1.3016 -1.8636 1.5402 3.3301 0.475
H -1.9472 0.1267 2.1081 -1.1224 0.3519 0.0907 0.381
H -3.3086 -0.5550 0.9173 1.7825 1.2015 0.8889 0.349
H -2.7973 1.1778 0.7653 0.4747 -0.5678 0.8707 0.356
H -0.1287 -1.2535 1.6092 0.3805 -0.5430 0.6504 0.427
H -1.3675 -2.3948 0.9804 0.0084 0.6118 -0.2396 0.403
H 0.0668 -1.9489 0.0025 -0.0890 -0.2112 0.2729 0.071
H -2.2363 -1.2735 -1.5765 -0.4288 0.3272 0.5416 0.414
H -0.7228 -0.6307 -1.9479 -0.9356 1.1423 0.4355 0.258
H -2.2198 0.5268 -1.6557 0.4925 -0.2026 -0.3008 0.351
H -0.4689 1.7615 2.1179 0.8568 0.4356 -1.1312 0.224
H 2.1024 2.8267 1.6003 0.4792 1.8567 1.5604 0.445
H 3.0571 1.6445 -0.3787 2.3273 0.7436 -0.4891 0.499
H 0.9474 1.1316 -1.5453 0.3680 -0.8081 -0.1604 0.336
H 2.9004 -0.6909 -2.4791 0.9997 0.4780 -1.4635 -0.122
H 1.3830 -2.2475 -1.5735 -0.0112 -0.3668 -0.2036 -0.104
H 3.4040 -1.7068 -0.2435 -0.9175 0.5855 -0.9892 -0.070


34
Properties=species:S:1:pos:R:3:forces:R:3:mulliken_charge:R:1 method="wB97M-V/def2-TZVPD" multiplicity=8 largest_force_ev_per_a=10.83 s_squared=15.760 molar_mass_g_mol=373.631 charge=+2 orbital_gap_ev="4.54 / 4.76"
C -6.1890 -0.8067 1.3741 6.1777 -0.3922 -7.7758 -0.415
C -5.3163 -1.0610 0.2731 -5.1999 2.8646 7.4938 -0.063
B -4.1262 -1.0468 -0.9090 -0.8434 -0.8502 -0.5145 0.738
O -4.1078 -2.1484 -1.9242 3.7114 1.2362 3.6973 -0.454
B -2.7895 -2.8326 -1.6758 -1.3898 1.7021 0.2436 0.393
O -1.6550 -2.1279 -1.0379 -2.3834 1.9743 -2.1048 -0.421
B -1.7361 -0.6650 -1.2284 -1.6745 -0.9684 0.6580 0.380
C -0.3512 0.1395 -1.6484 1.0978 0.3554 -0.1819 -0.243
C 0.9554 -0.8882 -1.8323 0.0236 0.4357 0.6293 -0.607
C 1.6432 -1.0472 -0.3187 -0.3842 -0.4316 -1.0362 -0.336
C 2.9074 -0.0061 -0.2497 0.5232 -1.4096 0.3368 -0.167
C 3.3751 0.4258 1.2602 -0.0594 0.7803 0.0114 -0.628
C 2.1582 0.9273 2.2464 2.8636 -2.6136 1.5252 -0.296
O 1.8714 2.3244 1.9107 -2.6002 -0.2823 -1.0537 -0.374
C 0.5066 2.5400 1.4250 -3.1637 -0.2662 3.1786 -0.468
O -3.0577 -0.0289 -0.9933 1.3090 -3.3372 -0.1648 -0.424
H -6.8524 -0.2565 2.1980 1.7016 -1.8766 -2.2194 0.331
H -2.7357 -3.9839 -1.9862 0.2869 0.4140 0.1088 -0.029
H -0.5106 0.8185 -2.6048 0.1764 -1.4572 1.9027 0.403
H -0.0326 0.8752 -0.7645 -0.7360 -1.2079 -1.6795 -0.323
H 0.6349 -1.9231 -2.2794 0.5909 2.1596 0.9593 0.306
H 1.7665 -0.3930 -2.5248 -1.7013 -1.0567 1.1677 0.352
H 0.7778 -0.8349 0.4396 1.7690 -0.2899 -1.1866 0.046
H 1.9841 -2.1707 -0.1350 -0.5204 2.5692 -0.3558 0.399
H 2.7119 0.9136 -0.9802 0.2072 -1.3750 1.4499 -0.084
H 3.8357 -0.5809 -0.7322 -2.0187 1.4792 0.8968 0.332
H 4.1081 1.3597 1.1391 -1.3299 -1.8784 0.4759 0.216
H 4.0075 -0.3942 1.8324 -1.5152 1.5444 -1.4017 0.375
H 1.2350 0.2130 2.2952 1.5504 1.7294 -0.4630 0.322
H 2.6189 0.9365 3.3480 -1.1813 0.2453 -2.4185 0.310
H -0.2133 1.6229 1.4941 1.5846 1.6479 -0.4932 0.359
H 0.5784 3.0239 0.3547 -6.8618 -4.6594 3.1747 0.177
H 0.0303 3.3814 2.1256 0.8075 -1.4922 -1.5803 0.387
Eu 1.9672 3.6942 0.1089 9.1826 4.7070 -3.2800 1.505


31
Properties=species:S:1:pos:R:3:forces:R:3:mulliken_charge:R:1 method="wB97M-V/def2-TZVPD" largest_force_ev_per_a=4.32 molar_mass_g_mol=261.167 charge=+2 orbital_gap_ev="9.05 / 4.90" e_above_lowest_ev=2.5234
C 3.1975 2.2709 0.6371 0.7707 1.1407 0.8044 0.008
C 4.4533 0.9024 -0.6763 -2.3286 -1.1711 3.4512 0.392
C 2.7757 1.2625 1.5898 -0.0873 -2.5000 0.4219 -0.524
C -4.2366 -1.2524 -0.1662 1.1919 -3.4171 -0.9285 -0.630
C -3.3862 -1.1018 -1.4360 -0.6785 1.0256 0.3155 -0.735
C -3.8384 -0.2238 0.7813 -1.1667 0.9713 1.8429 -0.542
C -1.9037 -1.1878 -0.9605 -0.4130 -0.4110 -1.4190 -0.778
C -2.2898 -0.0654 1.1534 -1.1830 0.2355 -0.5165 -0.479
C 2.5222 0.0973 0.6741 0.6218 -0.1787 -0.4485 0.165
N 4.0702 2.1376 -0.2617 2.0684 -0.0831 -2.6412 -0.439
N 3.5618 -0.0625 -0.2149 -0.1689 -1.7067 -2.0997 -0.191
N 5.5241 0.4850 -1.3099 2.3015 0.8952 -0.8393 -0.367
N -1.6322 -0.1118 -0.0978 -0.4941 2.7146 -1.6466 0.053
Br 1.0706 -1.1328 0.6121 1.3044 0.9669 0.1575 -0.065
H 2.8476 3.2531 0.7692 -0.7000 1.2598 0.0868 0.515
H 3.5250 0.9349 2.3425 0.1791 0.4085 -0.4137 0.279
H 1.9498 1.5660 2.1754 -1.0738 0.3020 0.3451 0.356
H -5.3140 -1.3394 -0.2351 -0.3235 0.7019 -0.6735 0.385
H -4.0156 -2.2495 0.1898 0.1924 -0.5411 0.5638 0.356
H -3.4819 -1.7474 -2.3272 -0.3812 0.2222 0.6874 0.391
H -3.5899 -0.0564 -1.6694 0.2346 0.0689 -1.0821 0.328
H -4.0761 0.6577 0.1861 -0.3515 0.8864 1.0707 0.325
H -4.4523 -0.3975 1.7491 1.1972 1.0111 -1.3883 0.331
H -1.7877 -2.1147 -0.4807 0.2619 -1.2452 0.9785 0.425
H -1.2978 -1.2190 -1.8552 0.4656 0.4843 -0.0584 0.445
H -2.1889 0.9414 1.6150 0.3013 -1.1247 0.1233 0.362
H -2.0132 -0.9654 1.6716 0.2590 -0.0234 0.9349 0.337
H 3.5422 -0.8388 -0.8895 -0.3816 -0.0926 0.8716 0.311
H 6.2097 1.2531 -1.5319 -0.8651 -1.2835 0.0774 0.309
H 5.8908 -0.5152 -1.4017 -1.1327 2.0422 0.3383 0.287
H -1.6362 0.8198 -0.6325 0.3796 -1.5590 1.0841 0.389


29
Properties=species:S:1:pos:R:3:forces:R:3:mulliken_charge:R:1 method="wB97M-V/def2-TZVPD" smiles=ClCCCN1CCCC[C@H]1CCl largest_force_ev_per_a=3.74 molar_mass_g_mol=210.148 charge=0 orbital_gap_ev=8.91 e_above_lowest_ev=1.0557
Cl 3.1218 1.8281 -3.0391 0.3343 -0.3507 -0.2336 -0.210
C 2.2874 0.2567 -2.9629 1.6268 -1.4651 2.5664 -0.517
C 1.8481 -0.0565 -1.5074 0.4445 1.4159 0.1374 -0.475
C 0.6238 0.8150 -1.1646 -1.1050 -2.7187 0.6644 -1.295
N -0.0528 0.4462 0.0900 -0.9836 0.6811 0.3454 0.371
C 0.6029 0.9067 1.3423 1.0268 -3.5915 -0.2080 -0.570
C -0.1896 0.6314 2.5955 -0.1104 -0.5719 0.7897 -0.804
C -0.9533 -0.6834 2.5838 0.3026 -0.0632 0.4387 -0.615
C -1.9089 -0.5804 1.4341 0.8958 -2.2945 -0.4557 -0.870
C -1.0606 -0.6904 0.1439 0.6581 0.5761 0.1764 0.258
C -1.8684 -0.9607 -1.1464 -0.0536 1.5214 0.9672 -1.006
Cl -2.7751 0.5730 -1.7073 0.1155 -1.2495 0.5386 -0.226
H 2.7631 -0.6229 -3.4370 0.5190 0.9801 0.1885 0.365
H 1.3981 0.3907 -3.4207 -2.7079 0.5668 -2.0624 0.346
H 2.6173 0.1276 -0.7386 0.0556 0.1410 -0.5427 0.368
H 1.6133 -1.0770 -1.3658 -0.4410 -1.3680 -0.3050 0.341
H -0.1478 0.7539 -1.9455 0.4247 0.0988 -0.0463 0.352
H 0.9610 1.7963 -1.1153 0.3179 2.0127 0.2500 0.500
H 1.5801 0.3139 1.5376 -0.9118 0.8986 -0.6962 0.303
H 0.8318 1.9402 1.3796 0.3197 1.0918 -0.7445 0.280
H -0.8452 1.4725 2.7022 -0.7931 0.3076 0.5050 0.352
H 0.4760 0.5900 3.4467 0.3926 0.4890 0.2078 0.341
H -0.2624 -1.5114 2.3900 0.1653 0.0242 -0.0104 0.338
H -1.4450 -0.9954 3.5345 0.2315 0.8264 -0.4721 0.313
H -2.6187 -1.4057 1.5789 -0.1300 0.1949 -0.8245 0.297
H -2.3781 0.3402 1.4950 -1.3235 1.7653 -0.1368 0.413
H -0.4996 -1.6196 0.2908 0.0709 -0.4242 -0.2153 0.162
H -1.2149 -1.1234 -1.9580 0.7719 -0.3283 -0.9001 0.447
H -2.5044 -1.8556 -1.0362 -0.1137 0.8338 0.0784 0.440